[1]
{"formula": "C18H19NO4", "method": "the ωB97M-V functional and the def2-TZVPD basis", "homo_energy_ev": -8.66, "de_lowest_kj_mol": 18.25, "energy_ha": -1053.075842, "orbital_gap_ev": 9.1, "lumo_ev": 0.48, "molar_mass_g_mol": 313.35, "smiles": "Cc1cccc(OCC(=O)N[C@@H](Cc2ccccc2)C(=O)O)c1", "multiplicity": 1, "species": ["C", "C", "C", "C", "C", "C", "O", "C", "C", "O", "N", "C", "C", "C", "C", "C", "C", "C", "C", "C", "O", "O", "C", "H", "H", "H", "H", "H", "H", "H", "H", "H", "H", "H", "H", "H", "H", "H", "H", "H", "H", "H"], "coordinates": [[-4.75979, -0.10733, -1.52831], [-3.54370, -0.11708, -0.65278], [-2.96220, -1.32452, -0.27393], [-1.84322, -1.33516, 0.53293], [-1.27493, -0.15312, 0.98062], [-1.84939, 1.05483, 0.61197], [-1.38446, 2.29389, 0.97484], [-0.32228, 2.39939, 1.88902], [1.07992, 2.17298, 1.30939], [2.07033, 2.34818, 1.98734], [1.09132, 1.79261, 0.02109], [2.29098, 1.57021, -0.74954], [3.22327, 0.50666, -0.11734], [2.50259, -0.77018, 0.21083], [2.16270, -1.67715, -0.78559], [1.50690, -2.85388, -0.47256], [1.18717, -3.14220, 0.84362], [1.52052, -2.24482, 1.84335], [2.17087, -1.06421, 1.52724], [1.95792, 1.17102, -2.17388], [2.78186, 1.00225, -3.03047], [0.64617, 1.02321, -2.39875], [-2.97972, 1.06293, -0.20476], [-5.57564, -0.64405, -1.04614], [-4.54968, -0.60494, -2.47419], [-5.08528, 0.90887, -1.73324], [-3.39259, -2.25393, -0.61612], [-1.39030, -2.27178, 0.82004], [-0.38965, -0.19311, 1.59475], [-0.45548, 1.73335, 2.75076], [-0.35454, 3.42987, 2.25711], [0.21532, 1.67170, -0.46480], [2.87011, 2.50458, -0.80671], [4.03036, 0.31978, -0.82828], [3.63813, 0.93635, 0.79416], [2.43153, -1.46910, -1.81137], [1.25190, -3.55246, -1.25607], [0.68714, -4.06792, 1.08947], [1.27545, -2.46536, 2.87239], [2.43272, -0.36386, 2.30754], [0.49044, 0.75525, -3.31828], [-3.40279, 2.01827, -0.47536]], "mulliken_charge": [-1.4821, 1.1039, -0.8041, -0.5662, 0.2163, 0.1008, -0.5087, -0.6074, 0.5806, -0.6631, 0.0893, 0.2912, -1.6283, 0.6199, -0.2594, -0.6525, -0.5660, -0.5856, -0.2687, -0.0467, -0.5793, -0.4379, -0.9444, 0.3465, 0.3311, 0.3504, 0.4061, 0.4865, 0.3293, 0.3374, 0.3916, 0.1897, 0.4674, 0.5810, 0.4649, 0.5065, 0.4245, 0.4608, 0.3615, 0.4433, 0.3845, 0.3356]}

---

[2]
{"formula": "C18H19NO4S", "method": "the ωB97M-V functional and the def2-TZVPD basis", "homo_energy_ev": -9.09, "de_lowest_kj_mol": 92.10, "energy_ha": -1451.226579, "orbital_gap_ev": 9.8, "lumo_ev": 0.67, "molar_mass_g_mol": 345.42, "smiles": "O=C(O)C1(c2ccccc2)CCN(S(=O)(=O)c2ccccc2)CC1", "multiplicity": 1, "species": ["O", "C", "O", "C", "C", "C", "C", "C", "C", "C", "C", "C", "N", "S", "O", "O", "C", "C", "C", "C", "C", "C", "C", "C", "H", "H", "H", "H", "H", "H", "H", "H", "H", "H", "H", "H", "H", "H", "H", "H", "H", "H", "H"], "coordinates": [[-0.95058, 1.25472, 2.13018], [0.04582, 0.67867, 1.78308], [1.20930, 1.29525, 1.59430], [0.10553, -0.84224, 1.60915], [0.36519, -1.36843, 3.01486], [1.55688, -1.01362, 3.64249], [1.85235, -1.46846, 4.91374], [0.96082, -2.28932, 5.58359], [-0.22511, -2.64621, 4.96916], [-0.52376, -2.18832, 3.69596], [-1.24661, -1.26952, 1.02361], [-1.46637, -0.58288, -0.33117], [-0.24910, -0.50573, -1.11404], [0.31036, 1.01382, -1.53442], [-0.25443, 2.03414, -0.69526], [1.73632, 0.95229, -1.67401], [-0.42519, 1.15595, -3.15950], [-1.67588, 1.72585, -3.29324], [-2.26041, 1.78890, -4.54774], [-1.58873, 1.28092, -5.64863], [-0.33246, 0.71297, -5.50301], [0.25332, 0.64757, -4.24968], [0.74631, -1.49067, -0.76437], [1.24449, -1.30410, 0.67372], [1.07603, 2.25601, 1.61678], [2.25682, -0.37129, 3.13039], [2.78082, -1.17926, 5.38361], [1.18871, -2.64546, 6.57715], [-0.92881, -3.28557, 5.48188], [-1.45744, -2.48370, 3.24570], [-2.05061, -0.96505, 1.69292], [-1.26413, -2.35395, 0.90692], [-2.22489, -1.12691, -0.90912], [-1.81447, 0.43934, -0.17476], [-2.16401, 2.12493, -2.41843], [-3.23601, 2.23539, -4.66696], [-2.04445, 1.33250, -6.62634], [0.18931, 0.32442, -6.36454], [1.23391, 0.22471, -4.10056], [0.29977, -2.47916, -0.90764], [1.57428, -1.37444, -1.46267], [2.03836, -0.55910, 0.67279], [1.65460, -2.24779, 1.03953]], "mulliken_charge": [-0.6275, 0.0180, -0.3900, 3.3780, -0.7833, -0.1552, -0.9684, -0.3777, -0.9008, -0.3655, -1.8515, -1.2864, 0.2838, 1.5582, -0.7114, -0.7800, 0.2830, -0.3033, -0.7114, -0.3658, -0.6702, -0.4407, -1.2919, -0.9278, 0.4587, 0.3914, 0.3919, 0.3968, 0.3984, 0.4123, 0.5803, 0.5383, 0.3828, 0.5579, 0.4287, 0.3990, 0.3807, 0.3961, 0.4045, 0.4602, 0.4620, 0.4519, 0.4961]}